#A
Computed, not measured: 2 unconnected molecules or ions with the total composition C7H15N, with the ωB97M-V functional and the def2-TZVPD basis.

## Properties
* Kohn-Sham gap (alpha / beta): 8.60 / 7.71 eV
* highest occupied orbital energy (alpha / beta): -8.11 / -7.44 eV

The geometry in XYZ format:
```
23
C7H15N (the ωB97M-V functional and the def2-TZVPD basis)
H -0.081 0.009 -2.292
H -0.559 1.594 -1.941
H 1.728 3.796 0.249
C 1.113 2.901 0.322
C 0.519 -1.014 -0.025
H 0.040 3.211 0.629
C -0.754 0.544 -1.599
H 0.000 -3.144 -0.032
C -0.494 -2.174 0.002
H 2.087 0.116 0.968
H 0.774 -0.878 2.050
C 1.476 -0.903 1.148
H -2.172 0.516 0.807
H -1.172 1.892 0.757
H -1.012 -2.184 -0.913
H -0.513 0.743 1.941
N 1.515 1.878 -0.237
H -1.917 0.277 -1.824
H -1.074 -2.263 0.824
H 1.034 -1.152 -1.053
C -1.008 0.789 0.895
C -0.269 0.284 -0.260
H 1.964 -1.809 1.275
```

#B
Computed, not measured: C7H15N in the gas phase, with the ωB97M-V functional and the def2-TZVPD basis.

## Properties
* Kohn-Sham gap: 10.05 eV
* highest occupied orbital energy: -8.88 eV

The geometry in XYZ format:
```
23
C7H15N (the ωB97M-V functional and the def2-TZVPD basis)
H 1.048 2.192 -1.294
C 0.017 0.280 -1.134
H -0.173 2.115 -0.115
H -0.685 2.401 -3.094
H 1.702 -1.498 3.163
C 0.126 -1.677 0.290
H -0.402 -1.379 2.309
N -0.137 -0.238 0.214
H -2.238 3.276 -0.601
H 1.765 -3.199 2.777
H -0.424 -3.037 1.918
H 0.515 0.222 0.845
H -0.683 -2.171 -0.250
C -2.004 3.193 -1.654
C -0.971 2.473 -2.052
C 0.031 1.823 -1.148
C 1.572 -2.210 2.351
H 1.071 -1.927 -0.206
H -2.651 3.724 -2.342
C 0.155 -2.134 1.749
H 2.349 -2.017 1.609
H -0.870 -0.072 -1.682
H 0.885 -0.141 -1.652
```

#C
Computed, not measured: C7H15N in the gas phase, with the ωB97M-V functional and the def2-TZVPD basis.

## Properties
* Kohn-Sham gap: 9.15 eV
* highest occupied orbital energy: -8.09 eV

The geometry in XYZ format:
```
23
C7H15N (the ωB97M-V functional and the def2-TZVPD basis)
H -1.134 0.647 -3.549
H 0.913 1.490 -2.837
H 0.854 0.289 3.492
N 1.153 -1.043 0.875
C 0.640 -1.519 2.234
H -2.671 -0.135 -1.028
H -0.741 -0.176 3.165
H -0.435 -1.931 1.889
C 0.909 0.462 -0.815
C 0.201 1.327 -1.916
H 1.723 -0.069 -1.370
H 2.118 -1.053 1.060
H -3.002 0.849 -2.754
H 1.201 -2.441 2.356
H -2.222 1.634 -1.324
H -0.258 0.743 0.920
H 0.155 -0.968 4.388
C -2.292 0.716 -1.796
C -0.895 0.450 -2.524
C 0.565 0.183 0.392
H -0.149 2.277 -1.557
H -0.877 -0.689 -2.478
C 0.282 -0.479 3.342
```

Q: What are the energies relative to the best structure? A: #A 3.517; #B 0.000; #C 2.495, in eV.

#A
Computed, not measured: a molecular structure, C29H29BaF6N2OP3S, with the ωB97M-V functional and the def2-TZVPD basis.

## Properties
* charge: +1
* ⟨S²⟩: 0.754
* Kohn-Sham gap (alpha / beta): 8.08 / 5.26 eV
* multiplicity: 2
* highest occupied orbital energy (alpha / beta): -10.83 / -10.83 eV

The geometry in XYZ format:
```
72
C29H29BaF6N2OP3S (the ωB97M-V functional and the def2-TZVPD basis)
F 0.630 -0.570 7.215
H -6.106 -1.436 0.744
Ba 0.052 0.144 3.483
H -4.933 2.121 -1.319
C -0.228 -4.540 0.581
H -2.216 -4.477 -2.150
C 0.372 -0.579 -3.881
C -0.416 -3.240 1.017
F 0.858 1.724 6.922
H -2.578 1.670 -0.786
C 4.788 -2.023 -0.693
F 1.347 0.264 5.188
H -6.699 0.580 -0.552
H 3.692 1.937 1.089
C -1.894 -2.827 -0.833
H -1.228 0.293 -1.854
H -0.726 -5.998 -0.906
C -0.872 -4.986 -0.562
H 2.529 -1.848 1.817
C 4.430 -0.882 -1.395
C 1.113 4.441 -0.306
H 0.381 2.948 -5.223
C 3.338 3.958 0.472
C 3.051 -1.589 0.898
C -1.234 -2.378 0.306
H 5.604 -2.635 -1.045
H 3.114 0.800 -1.509
F -0.725 -0.661 5.357
H -0.518 1.537 -5.810
H 4.341 4.284 0.704
H -0.090 -1.847 -2.218
H 0.419 -5.209 1.130
C -0.071 2.004 -4.938
C -5.664 0.361 -0.342
C 2.405 4.856 -0.025
C -4.671 1.227 -0.775
C -5.333 -0.775 0.380
N -0.101 0.080 -0.115
H -0.816 2.170 -4.167
H -2.549 -2.167 -1.384
F -0.496 1.570 5.071
H 1.485 -1.062 -2.102
C 3.378 -0.093 -0.960
F -1.262 0.771 7.103
H -3.740 -1.934 1.223
C -3.002 -0.188 0.211
H 4.389 -3.255 1.010
C 2.672 -0.454 0.187
N -1.348 1.188 1.947
C 2.975 2.641 0.685
H 0.340 1.146 -1.842
P 0.047 0.547 6.266
C -3.343 0.966 -0.487
P 1.257 0.507 0.840
H 4.965 -0.606 -2.290
C -4.007 -1.051 0.653
H 0.386 5.148 -0.677
H -0.268 2.801 -0.293
H 0.069 -2.891 1.931
C -1.709 -4.131 -1.261
C 4.103 -2.373 0.458
S 1.273 0.966 -4.300
P -1.349 -0.568 0.845
H 0.831 -1.374 -4.468
C -0.174 0.218 -1.568
C 1.685 2.209 0.376
H 2.685 5.885 -0.183
C -2.195 2.036 1.922
C 0.747 3.121 -0.100
H -0.659 -0.446 -4.206
O -2.979 2.886 1.887
C 0.446 -0.914 -2.394
```

#B
Computed, not measured: a molecular structure, C29H29BaF6N2OP3S, with the ωB97M-V functional and the def2-TZVPD basis.

## Properties
* charge: +1
* ⟨S²⟩: 0.758
* Kohn-Sham gap (alpha / beta): 8.15 / 4.40 eV
* multiplicity: 2
* highest occupied orbital energy (alpha / beta): -11.22 / -11.21 eV

The geometry in XYZ format:
```
72
C29H29BaF6N2OP3S (the ωB97M-V functional and the def2-TZVPD basis)
H 3.201 4.460 -0.969
H 3.158 -0.434 -1.671
N 2.429 -2.558 -2.767
C 2.711 -1.210 4.336
H 4.260 -0.282 3.167
H -4.393 -4.276 1.395
F -3.717 -1.566 -2.832
O 4.641 -3.116 -2.070
H 0.002 3.458 2.401
H -1.315 3.822 -4.679
C -3.439 -2.360 1.276
C -3.180 1.945 -2.563
H 5.299 0.734 -1.270
H -0.804 2.811 0.085
F -3.324 -3.832 -2.926
H 1.030 -2.200 5.233
P -2.640 -2.526 -3.468
C 0.781 -1.975 3.122
C 3.192 3.388 -1.114
C 4.381 2.671 -1.085
C -0.955 2.158 0.946
C 1.467 -1.828 4.316
F -1.368 -3.441 -4.030
H -1.928 1.681 0.819
C -1.142 -3.785 0.625
H -4.213 1.756 -2.303
H -4.336 -1.810 1.525
H 0.065 0.620 1.994
C 1.336 -1.475 1.943
H 0.343 3.177 4.865
C -2.869 2.893 -3.530
C -1.551 3.096 -3.913
C 3.281 -0.744 3.155
H -2.415 0.458 -1.224
H -2.240 -0.594 1.093
C 1.977 1.354 -1.519
H -2.346 -5.542 0.827
S -1.388 1.982 3.691
H -0.187 -2.456 3.112
H 3.244 -1.099 5.270
C -2.265 -1.673 1.022
C -1.112 -2.391 0.711
C -2.318 -4.462 0.888
Ba 0.144 -2.179 -3.027
H -1.722 3.774 2.153
H 1.067 3.304 -1.364
H -0.243 -4.327 0.349
C 1.988 2.735 -1.331
C 4.374 1.296 -1.275
C 0.136 2.130 4.659
F -1.726 -1.201 -3.929
H 3.047 -0.530 1.034
H 5.319 3.188 -0.931
H -0.038 1.607 5.596
H 1.121 1.606 0.982
C -0.537 2.367 -3.313
N 0.060 0.055 -0.008
P 0.460 -1.566 0.363
C 0.149 1.106 1.025
C 3.173 0.637 -1.495
C 2.604 -0.883 1.960
H 0.490 2.496 -3.635
P 0.457 0.361 -1.684
F -3.329 -2.567 -4.868
F -1.764 -2.432 -2.016
C 3.546 -2.860 -2.440
H -3.659 3.460 -4.004
C -0.968 2.993 2.225
C -2.170 1.224 -1.951
C -3.467 -3.749 1.205
C -0.839 1.459 -2.296
H 0.973 1.668 4.134
```

Q: What are the energies relative to the best structure? A: #A 0.745; #B 0.000, in eV.

#A
Computed, not measured: a molecular structure, C8H17NO, with the ωB97M-V functional and the def2-TZVPD basis.

## Properties
* Kohn-Sham gap: 9.91 eV
* highest occupied orbital energy: -9.34 eV

The geometry in XYZ format:
```
27
C8H17NO (the ωB97M-V functional and the def2-TZVPD basis)
N -0.411 0.204 -2.225
H 3.418 -1.359 1.424
C 1.339 -1.372 2.008
H 4.296 -3.019 3.076
H 1.187 -1.739 -0.118
C 1.040 -0.892 0.570
H -0.261 1.764 -2.358
C 3.364 -2.468 3.263
H -0.704 -1.918 2.585
H 1.788 -0.132 0.294
H -1.129 -1.081 0.437
C 0.284 -2.386 2.470
H 2.643 -2.936 1.293
H 0.193 -3.215 1.752
C 1.375 -0.184 2.979
H 0.548 -2.811 3.448
O -0.411 2.389 -1.282
H -0.585 0.488 1.045
H 2.709 -3.132 3.845
C -0.531 0.271 -1.024
H 3.613 -1.602 3.892
H 2.167 0.529 2.702
C 2.730 -2.048 1.941
H 0.306 2.494 -0.648
H 0.417 0.356 2.993
H 1.566 -0.522 4.006
C -0.353 -0.309 0.321
```

#B
Computed, not measured: a molecular structure, C8H17NO, with the ωB97M-V functional and the def2-TZVPD basis.

## Properties
* Kohn-Sham gap (alpha / beta): 7.08 / 7.07 eV
* highest occupied orbital energy (alpha / beta): -6.38 / -6.38 eV

The geometry in XYZ format:
```
27
C8H17NO (the ωB97M-V functional and the def2-TZVPD basis)
H -0.471 -0.065 3.454
H -0.511 -2.005 0.111
H 0.005 0.429 -1.662
C 2.213 -0.091 0.915
H -1.596 -2.066 -2.432
H -0.914 2.726 0.798
C -1.403 -0.076 0.643
C -0.182 -0.645 -1.573
H -2.271 -0.445 -2.219
H -0.188 1.766 3.433
N 1.062 -1.334 -1.935
H -1.125 -0.760 -3.529
H 0.783 2.706 1.300
H 2.384 0.898 0.481
H 2.656 -0.134 1.910
H -1.985 0.638 0.064
C 0.001 2.132 0.803
C -0.550 -0.952 -0.150
C -0.289 0.838 2.888
O 0.815 -0.387 0.997
C -1.372 -0.999 -2.492
H 0.960 -2.336 -1.806
H 2.659 -0.845 0.269
H 1.278 -1.179 -2.914
C -0.249 0.813 1.515
H 0.303 1.977 -0.233
H -2.015 -0.604 1.366
```

#C
Computed, not measured: a molecular structure, C8H17NO, with the ωB97M-V functional and the def2-TZVPD basis.

## Properties
* Kohn-Sham gap: 7.65 eV
* highest occupied orbital energy: -7.15 eV

The geometry in XYZ format:
```
27
C8H17NO (the ωB97M-V functional and the def2-TZVPD basis)
H 2.404 -0.028 1.993
H -2.059 1.381 1.386
H -0.013 0.018 2.082
N -1.679 -1.786 0.616
C 0.306 -0.141 -1.449
H 1.756 -1.444 1.158
H 1.147 2.177 1.972
O -1.130 -0.046 -1.172
C 1.816 -0.353 1.124
C 0.802 -1.552 -1.591
C 0.444 0.301 1.129
H 2.411 -0.026 0.266
H 1.050 2.165 0.198
H 1.836 -1.549 -1.935
H 0.201 -2.105 -2.322
C -1.513 -0.542 0.550
H 0.235 1.792 -2.333
H 0.770 -2.105 -0.654
H -0.388 2.335 1.197
H -3.237 0.699 0.292
H 1.684 0.732 -2.793
C 0.568 1.810 1.114
H -0.966 -2.366 0.186
C 0.756 0.848 -2.250
H -3.042 0.003 1.902
H -1.656 -0.664 -1.730
C -2.504 0.444 1.062
```

#D
Computed, not measured: C8H17NO in the gas phase, with the ωB97M-V functional and the def2-TZVPD basis.

## Properties
* Kohn-Sham gap (alpha / beta): 7.47 / 8.57 eV
* highest occupied orbital energy (alpha / beta): -6.70 / -7.61 eV

The geometry in XYZ format:
```
27
C8H17NO (the ωB97M-V functional and the def2-TZVPD basis)
H -0.438 2.757 -0.618
H 2.336 -0.696 -2.050
H 0.165 -2.758 -1.870
C 0.103 0.064 0.065
C -1.244 0.797 -0.238
H -1.129 2.684 0.926
H 1.155 0.565 -2.167
O 0.584 0.290 1.235
H 1.538 -1.468 -0.231
H -3.496 0.276 -0.108
C -2.519 0.041 0.402
H 1.884 1.390 2.757
N 1.845 -0.100 1.424
C -0.296 -2.143 -1.024
C 2.335 0.454 2.663
C 1.291 -0.441 -2.093
C -1.189 2.265 -0.083
H -2.675 0.253 1.484
H -2.494 -1.011 0.382
H 2.317 -0.312 3.551
H 0.854 -0.913 -3.021
H -0.283 -2.797 -0.157
H 3.391 0.565 2.625
C 0.754 -1.046 -0.723
H -1.307 0.516 -1.319
H -2.168 2.566 -0.473
H -1.312 -1.799 -1.340
```

Q: What are the energies relative to the best structure? A: #A 0.000; #B 2.115; #C 2.968; #D 2.831, in eV.

#A
Computed, not measured: 3 unconnected molecules or ions with the total composition C4H14NO3, with the ωB97M-V functional and the def2-TZVPD basis.

## Properties
* ⟨S²⟩: 0.753
* Kohn-Sham gap (alpha / beta): 4.09 / 7.47 eV
* multiplicity: 2
* highest occupied orbital energy (alpha / beta): -3.82 / -7.34 eV

The geometry in XYZ format:
```
22
C4H14NO3 (the ωB97M-V functional and the def2-TZVPD basis)
O -0.624 1.967 -0.591
H 2.029 2.941 1.466
H 0.388 -2.375 -0.122
H 0.955 1.044 0.857
H -1.278 -1.741 -2.596
C 0.255 -0.261 -0.597
N 0.544 0.096 0.825
H -1.345 -0.832 3.730
H 3.074 2.646 0.392
H -1.926 -1.804 2.673
O -1.263 -1.121 2.807
H 0.433 -1.744 -2.780
H 1.218 -0.190 -1.120
O 2.129 2.546 0.589
C -0.707 0.780 -1.064
H -1.212 -1.727 -0.235
C -0.364 -2.133 -2.148
C -0.229 -1.702 -0.709
H 1.205 -0.527 1.292
H -0.330 0.012 1.346
H -1.262 0.540 -1.987
H -0.426 -3.212 -2.317
```

#B
Computed, not measured: 3 unconnected molecules or ions with the total composition C4H14NO3, with the ωB97M-V functional and the def2-TZVPD basis.

## Properties
* ⟨S²⟩: 0.754
* Kohn-Sham gap (alpha / beta): 4.58 / 8.22 eV
* multiplicity: 2
* highest occupied orbital energy (alpha / beta): -4.06 / -7.74 eV

The geometry in XYZ format:
```
22
C4H14NO3 (the ωB97M-V functional and the def2-TZVPD basis)
H -3.238 -0.114 1.619
C 0.685 0.527 0.901
O 2.076 -2.214 0.738
H 0.120 1.192 1.559
H -2.577 1.178 2.118
C 0.564 0.999 -0.519
O -0.736 -1.422 -0.860
N 1.240 -0.064 -1.388
H -2.561 -0.478 -0.917
O -2.390 0.263 1.869
H 1.096 0.103 -2.376
C -0.835 1.015 -1.096
H 2.721 -1.793 1.327
H 0.683 -0.945 -1.068
H 0.125 -0.384 1.075
C -1.477 -0.336 -0.900
H 1.714 -2.857 1.362
H -0.817 1.334 -2.160
H 2.221 -0.113 -1.097
H 1.728 0.438 1.205
H -1.478 1.778 -0.648
H 1.137 1.894 -0.744
```

Q: What are the energies relative to the best structure? A: #A 0.000; #B 0.254, in eV.

#A
Computed, not measured: C2H6P2 in the gas phase, with the ωB97M-V functional and the def2-TZVPD basis.

## Properties
* Kohn-Sham gap: 9.27 eV
* highest occupied orbital energy: -8.24 eV

The geometry in XYZ format:
```
10
C2H6P2 (the ωB97M-V functional and the def2-TZVPD basis)
H -1.806 0.309 -1.096
H -0.212 -0.975 1.113
C 0.800 -0.218 -0.685
H -2.492 -0.127 0.792
P 1.325 1.044 0.594
H 2.143 0.207 1.296
H 1.552 -0.939 -0.713
C -0.244 -0.314 0.281
H 0.640 0.211 -1.737
P -1.707 0.803 0.155
```

#B
Computed, not measured: 2 unconnected molecules or ions with the total composition C2H6P2, with the ωB97M-V functional and the def2-TZVPD basis.

## Properties
* Kohn-Sham gap (alpha / beta): 7.55 / 7.97 eV
* highest occupied orbital energy (alpha / beta): -8.66 / -9.00 eV

The geometry in XYZ format:
```
10
C2H6P2 (the ωB97M-V functional and the def2-TZVPD basis)
P -2.564 -0.161 0.264
H 2.880 -1.001 -0.141
C -1.080 0.523 -0.466
H 2.819 0.757 -0.995
H -1.103 1.032 -1.474
P 3.266 0.233 0.182
H -1.890 -0.517 1.452
H -0.030 0.178 1.255
H -2.409 -1.481 -0.189
C 0.112 0.438 0.112
```

#C
Computed, not measured: C2H6P2 in the gas phase, with the ωB97M-V functional and the def2-TZVPD basis.

## Properties
* Kohn-Sham gap: 7.63 eV
* highest occupied orbital energy: -7.75 eV

The geometry in XYZ format:
```
10
C2H6P2 (the ωB97M-V functional and the def2-TZVPD basis)
H -1.911 1.117 0.450
C -0.946 1.130 0.033
H -0.996 0.908 -0.997
H -0.493 2.124 0.111
H 0.280 -0.894 -1.375
P 0.299 -1.345 0.055
H 2.800 -0.299 -0.175
C -0.326 0.223 0.915
H -0.853 -2.061 -0.065
P 2.147 -0.904 1.047
```

Q: What are the energies relative to the best structure? A: #A 0.000; #B 3.368; #C 3.821, in eV.

#A
Computed, not measured: CH4OS2 in the gas phase, with the ωB97M-V functional and the def2-TZVPD basis.

## Properties
* Kohn-Sham gap: 8.55 eV
* highest occupied orbital energy: -7.91 eV

The geometry in XYZ format:
```
8
CH4OS2 (the ωB97M-V functional and the def2-TZVPD basis)
S -1.366 1.162 1.296
S 0.478 -0.841 -1.641
H 0.460 -0.016 2.319
H -1.755 0.842 0.053
O 0.210 -0.804 0.463
H 0.314 0.491 -1.710
H 1.725 -0.787 -2.133
C -0.066 -0.047 1.353
```

#B
Computed, not measured: 2 unconnected molecules or ions with the total composition CH4OS2, with the ωB97M-V functional and the def2-TZVPD basis.

## Properties
* Kohn-Sham gap (alpha / beta): 7.85 / 7.85 eV
* highest occupied orbital energy (alpha / beta): -8.59 / -8.59 eV

The geometry in XYZ format:
```
8
CH4OS2 (the ωB97M-V functional and the def2-TZVPD basis)
C 0.302 0.334 -0.374
H 1.139 -0.577 -1.842
H -2.665 0.255 1.151
O 0.402 0.023 -1.693
H 0.965 -0.452 1.599
H -0.145 1.243 -0.174
S 1.715 -0.194 0.485
S -1.714 -0.632 0.848
```

Q: What are the energies relative to the best structure? A: #A 0.000; #B 0.062, in eV.